# 1
{"formula": "C35H56IrN6Sb", "method": "the ωB97M-V functional and the def2-TZVPD basis", "fmax_ha_per_bohr": 0.0126, "s_squared": 6.02, "homo_lumo_gap_ev": [8.2, 5.5], "charge": 4, "e_tot_ev": -55481.29837, "de_lowest_ev": 0.0000, "lumo_ev": [-9.38, -12.57], "spin_multiplicity": 5, "symbols": ["Ir", "C", "C", "N", "C", "C", "N", "C", "C", "C", "N", "C", "C", "N", "C", "H", "H", "H", "H", "H", "H", "H", "H", "H", "H", "H", "H", "H", "H", "H", "H", "H", "H", "H", "H", "H", "H", "H", "H", "C", "C", "C", "C", "C", "C", "C", "Sb", "C", "C", "C", "C", "C", "C", "C", "C", "C", "C", "C", "C", "C", "C", "H", "H", "H", "H", "H", "H", "H", "H", "H", "H", "H", "H", "H", "H", "H", "H", "H", "H", "H", "H", "H", "N", "C", "C", "N", "C", "C", "H", "H", "H", "H", "H", "H", "H", "H", "H", "H", "H"], "coordinates": [[1.941, 0.225, -0.041], [2.080, 3.037, -2.308], [1.354, 1.734, -2.621], [1.982, 0.452, -2.143], [3.352, 0.160, -2.672], [4.441, 0.654, -1.737], [4.205, 0.184, -0.348], [4.928, 1.022, 0.641], [4.717, 0.653, 2.117], [3.452, -0.082, 2.555], [2.132, 0.434, 2.066], [1.730, 1.804, 2.524], [2.144, 2.894, 1.550], [1.724, 2.556, 0.169], [2.397, 3.400, -0.845], [1.438, 3.810, -2.736], [3.001, 3.097, -2.890], [1.254, 1.665, -3.706], [0.343, 1.741, -2.205], [1.374, -0.268, -2.530], [3.474, 0.601, -3.663], [3.423, -0.923, -2.788], [4.467, 1.742, -1.716], [5.414, 0.322, -2.104], [4.536, -0.775, -0.270], [4.604, 2.043, 0.455], [5.999, 1.004, 0.425], [4.840, 1.567, 2.701], [5.534, 0.007, 2.445], [3.433, -0.096, 3.647], [3.488, -1.121, 2.220], [1.441, -0.195, 2.469], [2.146, 2.000, 3.513], [0.642, 1.792, 2.619], [3.223, 3.032, 1.553], [1.707, 3.842, 1.873], [0.718, 2.709, 0.099], [3.466, 3.315, -0.660], [2.149, 4.449, -0.667], [-1.986, 3.976, -0.756], [-2.730, 3.218, -1.825], [-3.220, 3.911, -2.927], [-3.878, 3.255, -3.958], [-4.062, 1.876, -3.920], [-3.588, 1.158, -2.839], [-2.958, 1.835, -1.785], [-2.404, 0.684, -0.133], [-3.434, 1.294, 1.580], [-4.350, 2.338, 1.425], [-5.126, 2.723, 2.505], [-4.963, 2.083, 3.726], [-4.032, 1.059, 3.874], [-3.240, 0.651, 2.810], [-2.222, -0.444, 2.996], [-2.638, -1.345, -0.662], [-1.599, -1.881, -1.426], [-1.654, -3.193, -1.868], [-2.755, -3.972, -1.527], [-3.786, -3.434, -0.771], [-3.762, -2.110, -0.327], [-4.932, -1.557, 0.438], [-2.535, 4.867, -0.451], [-1.019, 4.322, -1.134], [-1.816, 3.386, 0.151], [-3.088, 4.986, -2.978], [-4.247, 3.824, -4.802], [-4.580, 1.370, -4.723], [-3.739, 0.086, -2.798], [-4.490, 2.820, 0.465], [-5.859, 3.509, 2.392], [-5.564, 2.381, 4.575], [-3.926, 0.571, 4.834], [-2.413, -0.998, 3.914], [-1.211, -0.027, 3.074], [-2.236, -1.163, 2.170], [-0.767, -1.246, -1.725], [-0.886, -3.589, -2.522], [-2.832, -4.991, -1.883], [-4.652, -4.044, -0.544], [-5.800, -2.204, 0.334], [-5.218, -0.566, 0.081], [-4.712, -1.474, 1.505], [1.869, -5.877, 0.840], [0.711, -5.023, 1.288], [1.152, -3.565, 1.379], [1.711, -3.044, 0.125], [2.825, -3.896, -0.310], [2.463, -5.372, -0.450], [1.561, -6.846, 0.722], [2.588, -5.902, 1.568], [0.358, -5.406, 2.244], [-0.075, -5.151, 0.542], [1.906, -3.457, 2.165], [0.285, -2.970, 1.671], [0.972, -3.070, -0.576], [3.639, -3.789, 0.414], [3.205, -3.555, -1.273], [3.334, -5.983, -0.683], [1.707, -5.531, -1.219]], "forces_ev_per_angstrom": [[0.4, 0.5, 0.0], [0.0, 0.0, 0.0], [0.0, 0.0, 0.0], [-0.1, -0.2, 0.0], [0.0, 0.0, 0.0], [0.0, 0.0, 0.0], [0.0, 0.0, -0.1], [0.0, 0.0, 0.0], [0.0, 0.0, 0.0], [0.0, 0.0, 0.0], [-0.2, -0.2, 0.1], [0.0, 0.0, 0.0], [0.0, 0.0, 0.0], [-0.1, -0.1, 0.0], [0.0, 0.0, 0.0], [0.0, 0.0, 0.0], [0.0, 0.0, 0.0], [0.0, 0.0, 0.0], [0.0, 0.0, 0.0], [0.0, 0.0, 0.0], [0.0, 0.0, 0.0], [0.0, 0.0, 0.0], [0.0, 0.0, 0.0], [0.0, 0.0, 0.0], [0.0, 0.0, 0.0], [0.0, 0.0, 0.0], [0.0, 0.0, 0.0], [0.0, 0.0, 0.0], [0.0, 0.0, 0.0], [0.0, 0.0, 0.0], [0.0, 0.0, 0.0], [0.0, 0.0, 0.0], [0.0, 0.0, 0.0], [0.0, 0.0, 0.0], [0.0, 0.0, 0.0], [0.0, 0.0, 0.0], [0.0, 0.0, 0.0], [0.0, 0.0, 0.0], [0.0, 0.0, 0.0], [0.0, 0.0, 0.0], [0.0, 0.0, 0.0], [0.0, 0.0, 0.0], [0.0, 0.0, 0.0], [0.0, 0.0, 0.0], [0.0, 0.0, 0.0], [0.1, 0.0, 0.0], [-0.1, 0.1, 0.1], [0.0, 0.0, 0.0], [0.0, 0.0, 0.0], [0.0, 0.0, 0.0], [0.0, 0.0, 0.0], [0.0, 0.0, 0.0], [0.0, 0.0, 0.0], [0.0, 0.0, 0.0], [0.0, 0.0, 0.0], [0.0, 0.0, 0.0], [0.0, 0.0, 0.0], [0.0, 0.0, 0.0], [0.0, 0.0, 0.0], [0.0, 0.0, 0.0], [0.0, 0.0, 0.0], [0.0, 0.0, 0.0], [0.0, 0.0, 0.0], [0.0, 0.0, 0.0], [0.0, 0.0, 0.0], [0.0, 0.0, 0.0], [0.0, 0.0, 0.0], [0.0, 0.0, 0.0], [0.0, 0.0, 0.0], [0.0, 0.0, 0.0], [0.0, 0.0, 0.0], [0.0, 0.0, 0.0], [0.0, 0.0, 0.0], [0.0, 0.0, 0.0], [0.0, 0.0, 0.0], [0.0, 0.0, 0.0], [0.0, 0.0, 0.0], [0.0, 0.0, 0.0], [0.0, 0.0, 0.0], [0.0, 0.0, 0.0], [0.0, 0.0, 0.0], [0.0, 0.0, 0.0], [0.0, 0.0, 0.0], [0.0, 0.0, 0.0], [0.0, 0.0, 0.0], [0.0, -0.3, 0.1], [0.0, 0.0, 0.0], [0.0, 0.0, 0.0], [0.0, 0.0, 0.0], [0.0, 0.0, 0.0], [0.0, 0.0, 0.0], [0.0, 0.0, 0.0], [0.0, 0.0, 0.0], [0.0, 0.0, 0.0], [0.0, 0.1, 0.0], [0.0, 0.0, 0.0], [0.0, 0.0, 0.0], [0.0, 0.0, 0.0], [0.0, 0.0, 0.0]], "lowdin_spin": [2.328, 0.001, 0.011, 0.050, 0.006, 0.007, 0.154, 0.011, 0.001, 0.009, 0.054, 0.012, 0.011, 0.169, 0.010, 0.000, 0.000, 0.001, 0.006, 0.018, 0.000, 0.001, 0.000, 0.003, 0.006, 0.001, 0.006, 0.000, 0.000, 0.001, 0.003, 0.018, 0.000, 0.002, 0.000, 0.003, 0.014, 0.001, 0.006, 0.008, 0.023, 0.001, 0.034, 0.004, 0.031, 0.085, 0.473, 0.086, 0.032, 0.004, 0.034, 0.002, 0.022, 0.008, 0.071, 0.023, 0.000, 0.009, 0.004, 0.015, 0.003, 0.000, 0.001, 0.007, 0.000, 0.002, 0.000, 0.002, 0.002, 0.000, 0.002, 0.000, 0.000, 0.001, 0.003, 0.012, 0.000, 0.000, 0.001, 0.000, 0.001, 0.000, 0.000, 0.001, 0.003, 0.060, 0.002, 0.002, 0.000, 0.000, 0.000, 0.000, 0.000, 0.001, 0.002, 0.000, 0.000, 0.000, 0.000]}

=====

# 2
{"formula": "C35H57AlAsCl2N6O4PSSi3", "method": "the ωB97M-V functional and the def2-TZVPD basis", "fmax_ha_per_bohr": 0.0086, "homo_lumo_gap_ev": 7.2, "charge": 2, "e_tot_ev": -190583.91597, "de_lowest_ev": 0.0000, "lumo_ev": -5.06, "symbols": ["Al", "N", "C", "C", "C", "C", "C", "C", "S", "O", "O", "N", "C", "N", "C", "C", "C", "N", "H", "H", "H", "H", "H", "H", "H", "H", "H", "O", "C", "N", "C", "O", "C", "C", "C", "C", "N", "C", "H", "H", "H", "H", "H", "H", "H", "H", "Cl", "C", "Cl", "H", "H", "C", "Si", "C", "C", "As", "Si", "C", "C", "C", "Si", "C", "C", "C", "H", "H", "H", "H", "H", "H", "H", "H", "H", "H", "H", "H", "H", "H", "H", "H", "H", "H", "H", "H", "H", "H", "H", "H", "H", "H", "H", "C", "P", "C", "C", "C", "C", "C", "C", "C", "H", "H", "H", "H", "H", "H", "H", "H", "H", "H", "H"], "coordinates": [[-0.294, -0.408, 0.157], [1.071, 7.790, 1.372], [0.675, 6.506, 1.570], [-0.681, 6.149, 1.460], [-1.081, 4.847, 1.640], [-0.135, 3.863, 1.927], [1.210, 4.204, 2.063], [1.615, 5.506, 1.880], [-0.637, 2.229, 2.213], [0.383, 1.554, 2.973], [-1.998, 2.222, 2.671], [-0.632, 1.403, 0.763], [-1.549, 1.670, -0.216], [-2.233, 2.788, -0.390], [-3.013, 2.817, -1.467], [-3.129, 1.763, -2.371], [-2.409, 0.623, -2.090], [-1.630, 0.577, -1.011], [0.388, 8.522, 1.305], [2.006, 8.069, 1.607], [-1.416, 6.915, 1.247], [-2.125, 4.582, 1.570], [1.930, 3.450, 2.349], [2.657, 5.773, 2.003], [-3.580, 3.730, -1.617], [-3.774, 1.828, -3.233], [-2.458, -0.274, -2.695], [0.319, -0.499, 8.220], [0.590, -1.743, 7.644], [1.233, -1.609, 6.341], [0.562, -1.777, 5.187], [-0.607, -2.117, 5.103], [1.335, -1.535, 3.915], [2.699, -1.690, 3.744], [3.234, -1.485, 2.479], [2.395, -1.150, 1.441], [1.069, -0.996, 1.591], [0.574, -1.178, 2.819], [-0.495, -0.141, 7.849], [-0.302, -2.348, 7.496], [1.276, -2.256, 8.315], [2.118, -1.127, 6.325], [3.337, -1.989, 4.566], [4.293, -1.599, 2.292], [2.792, -0.998, 0.452], [-0.481, -1.027, 2.962], [-2.781, -5.449, -2.379], [-2.572, -3.830, -3.010], [-1.341, -2.915, -2.073], [-3.502, -3.280, -2.925], [-2.214, -3.876, -4.032], [0.212, 1.431, -4.553], [0.829, -0.286, -4.176], [-0.432, -1.517, -4.785], [2.440, -0.562, -5.072], [1.347, -0.532, -1.805], [2.571, -2.631, -1.779], [4.390, -2.227, -1.616], [1.931, -3.686, -0.363], [2.186, -3.611, -3.316], [2.531, 1.584, -1.435], [1.211, 2.903, -1.536], [3.333, 1.688, 0.244], [3.857, 1.822, -2.720], [-0.027, 1.440, -5.621], [0.958, 2.206, -4.383], [-0.697, 1.700, -4.015], [-0.409, -1.455, -5.878], [-1.443, -1.261, -4.466], [-0.220, -2.546, -4.507], [2.250, -0.359, -6.131], [2.818, -1.581, -5.005], [3.229, 0.110, -4.751], [4.575, -1.263, -1.138], [4.866, -2.201, -2.598], [4.896, -2.995, -1.027], [2.497, -3.575, 0.560], [2.028, -4.728, -0.681], [0.874, -3.523, -0.139], [2.469, -3.165, -4.265], [1.131, -3.886, -3.348], [2.752, -4.543, -3.212], [0.912, 3.209, -0.533], [0.317, 2.619, -2.087], [1.637, 3.780, -2.034], [2.647, 1.543, 1.078], [3.700, 2.719, 0.302], [4.197, 1.034, 0.360], [3.461, 2.087, -3.698], [4.516, 0.959, -2.827], [4.472, 2.663, -2.386], [-2.710, -1.096, 2.884], [-2.181, -1.688, 1.241], [-1.886, -3.457, 1.502], [-3.719, -1.516, 0.301], [-4.307, -2.597, -0.348], [-5.530, -2.444, -0.989], [-6.173, -1.215, -0.977], [-5.601, -0.140, -0.308], [-4.381, -0.287, 0.332], [-3.728, -1.460, 3.028], [-2.707, -0.006, 2.928], [-2.080, -1.497, 3.680], [-2.772, -3.913, 1.945], [-1.060, -3.560, 2.209], [-1.633, -3.970, 0.576], [-3.832, -3.570, -0.340], [-5.990, -3.295, -1.475], [-7.132, -1.101, -1.464], [-6.116, 0.811, -0.268], [-3.963, 0.553, 0.878]], "forces_ev_per_angstrom": [[0.1, 0.3, 0.3], [0.0, 0.0, 0.0], [0.0, 0.0, 0.0], [0.0, 0.0, 0.0], [0.0, 0.0, 0.0], [0.0, 0.0, 0.0], [0.0, 0.0, 0.0], [0.0, 0.0, 0.0], [0.0, 0.0, 0.1], [0.0, 0.0, 0.0], [0.0, 0.0, 0.0], [0.1, -0.2, -0.1], [0.0, 0.0, 0.0], [0.0, 0.0, 0.0], [0.0, 0.0, 0.0], [0.0, 0.0, 0.0], [-0.1, 0.0, 0.1], [0.0, 0.0, -0.1], [0.0, 0.0, 0.0], [0.0, 0.0, 0.0], [0.0, 0.0, 0.0], [0.0, 0.0, 0.0], [0.0, 0.0, 0.0], [0.0, 0.0, 0.0], [0.0, 0.0, 0.0], [0.0, 0.0, 0.0], [0.0, 0.0, 0.0], [0.0, 0.0, 0.0], [0.0, 0.0, 0.0], [0.0, -0.1, 0.0], [0.1, 0.1, 0.0], [0.0, 0.0, 0.1], [0.0, 0.0, 0.0], [0.0, 0.0, 0.0], [0.0, 0.0, 0.0], [0.0, 0.1, 0.0], [-0.1, 0.0, -0.1], [-0.1, 0.0, 0.0], [0.0, 0.0, 0.0], [0.0, 0.0, 0.0], [0.0, 0.0, 0.0], [0.0, 0.0, 0.0], [0.0, 0.0, 0.0], [0.0, 0.0, 0.0], [0.0, 0.1, -0.1], [0.2, 0.0, 0.0], [0.0, 0.0, 0.0], [0.1, 0.1, 0.1], [-0.1, -0.1, 0.1], [0.0, 0.0, 0.0], [0.0, 0.0, 0.0], [0.0, 0.0, 0.0], [0.0, 0.0, 0.0], [0.0, 0.1, -0.1], [0.0, -0.1, 0.0], [0.0, -0.1, 0.0], [0.0, 0.1, 0.0], [0.0, 0.0, 0.0], [0.0, 0.0, 0.0], [0.1, -0.1, 0.0], [0.0, -0.1, 0.0], [0.1, 0.0, 0.0], [0.0, 0.0, 0.0], [0.0, 0.0, 0.0], [0.0, 0.0, 0.0], [0.0, 0.0, 0.0], [0.0, 0.0, 0.0], [0.0, 0.0, 0.0], [0.0, 0.0, 0.0], [0.0, 0.1, 0.0], [0.0, 0.0, 0.0], [0.0, 0.2, -0.1], [0.1, 0.1, 0.0], [0.0, 0.0, 0.0], [0.0, 0.0, 0.0], [0.0, 0.0, 0.0], [0.0, 0.0, 0.0], [0.0, 0.0, 0.0], [0.0, 0.0, 0.0], [0.0, -0.1, 0.1], [0.0, 0.0, 0.0], [0.0, 0.0, 0.0], [0.0, 0.0, 0.0], [0.0, 0.0, -0.1], [0.0, 0.0, 0.0], [0.0, 0.0, 0.0], [0.0, 0.0, 0.0], [0.0, 0.0, 0.0], [0.0, 0.0, -0.1], [0.0, 0.0, 0.0], [0.0, 0.0, 0.0], [-0.1, 0.0, 0.0], [-0.1, 0.0, -0.2], [0.0, 0.0, 0.0], [0.0, -0.1, 0.0], [0.0, 0.0, -0.1], [0.0, 0.0, 0.0], [0.0, 0.0, 0.0], [0.0, 0.0, 0.0], [0.0, 0.0, 0.0], [0.0, 0.0, 0.0], [0.0, 0.0, 0.0], [-0.1, 0.0, 0.0], [0.0, 0.0, 0.0], [0.0, 0.0, 0.0], [0.0, 0.0, 0.0], [0.0, 0.0, 0.0], [0.0, 0.0, 0.0], [0.0, 0.0, 0.0], [0.0, 0.0, 0.0], [0.0, 0.0, 0.0]], "lowdin_charge": [0.043, 0.137, -0.301, -0.007, -0.060, -0.325, -0.074, -0.015, 0.648, -0.288, -0.275, -0.076, -0.470, 0.189, -0.057, -0.022, -0.102, 0.040, 0.109, 0.108, 0.119, 0.108, 0.104, 0.118, 0.130, 0.120, 0.101, -0.007, -0.227, 0.115, -0.418, 0.064, -0.066, 0.049, 0.001, -0.161, 0.025, -0.086, 0.100, 0.131, 0.135, 0.146, 0.134, 0.129, 0.034, 0.057, 0.595, -0.934, 0.576, 0.020, 0.032, -0.191, 0.339, -0.230, -0.184, 0.898, 0.341, -0.194, -0.198, -0.201, 0.358, -0.181, -0.195, -0.201, 0.055, 0.030, 0.013, 0.057, 0.011, -0.012, 0.058, 0.010, 0.015, 0.012, 0.043, 0.045, 0.027, 0.052, -0.005, 0.010, 0.010, 0.056, 0.016, 0.006, 0.059, 0.015, 0.054, 0.038, 0.027, 0.033, 0.051, -0.189, 0.937, -0.215, -0.375, -0.114, -0.063, -0.052, -0.056, -0.100, 0.081, 0.040, 0.029, 0.075, 0.056, 0.016, 0.074, 0.118, 0.116, 0.117, 0.110]}